[1]
The following is a quantum chemistry calculation of 2 unconnected molecules or ions with the total composition C10H20N4O3PS in a non-equilibrium geometry, from the Open Molecules 2025 dataset.

The geometry in XYZ format:
```
39
Properties=species:S:1:pos:R:3:forces:R:3:mulliken_charge:R:1
C 4.852 3.259 -0.235 0.010 -0.376 0.152 -0.960
C 5.303 1.900 -0.791 -0.068 0.347 -0.067 -0.537
S 4.123 0.556 -0.507 0.072 -0.033 -0.013 -0.104
C 2.863 0.981 -1.757 -0.019 -0.337 0.168 -0.650
C 1.492 0.837 -1.169 0.496 0.049 -0.110 0.651
C 1.137 -0.315 -0.431 0.181 0.067 -0.165 -0.598
C -0.127 -0.419 0.056 -0.090 -0.133 0.152 -0.815
C -0.984 0.640 -0.211 -0.358 -0.088 0.176 -0.066
N -0.570 1.706 -0.877 -0.253 -0.617 -0.310 0.717
P -1.599 3.137 -1.190 0.307 1.882 0.335 0.872
N -0.966 4.409 -0.646 0.164 -0.902 0.149 -0.593
O -1.858 3.027 -2.736 -0.270 -0.367 0.246 -0.466
O -3.024 2.787 -0.582 0.356 -1.024 -0.216 -0.532
N 0.660 1.830 -1.376 -0.222 0.114 0.064 -0.894
H 4.421 3.887 -1.013 0.005 0.067 0.050 0.279
H 4.109 3.099 0.547 0.003 0.117 -0.002 0.286
H 5.693 3.773 0.226 -0.004 0.147 -0.161 0.342
H 5.487 1.958 -1.864 0.116 -0.084 0.025 0.388
H 6.233 1.571 -0.328 -0.086 -0.106 0.046 0.364
H 3.013 1.993 -2.121 -0.061 -0.014 -0.047 0.418
H 2.953 0.264 -2.576 -0.002 0.180 -0.137 0.316
H 1.858 -1.105 -0.265 0.080 0.059 -0.027 0.449
H -0.458 -1.284 0.630 -0.065 0.030 0.004 0.651
H -2.014 0.618 0.117 -0.009 0.106 -0.080 0.543
H -0.061 4.304 -0.207 0.059 0.461 -0.060 0.272
H -2.679 3.469 -3.003 0.058 -0.070 -0.215 0.351
H -2.967 2.625 0.370 -0.332 0.525 0.094 0.318
C -1.790 -3.691 1.207 0.097 -0.081 0.090 0.208
O -1.071 -2.812 1.677 -0.132 0.078 -0.172 -0.741
N -2.942 -4.088 1.749 -0.087 -0.015 -0.008 0.106
C -3.751 -5.141 1.159 0.003 0.054 0.097 -0.904
C -3.398 -3.448 2.975 0.102 -0.002 -0.031 -0.898
H -1.524 -4.239 0.290 -0.005 0.016 -0.006 0.288
H -4.740 -4.759 0.903 -0.009 -0.025 -0.022 0.349
H -3.866 -5.967 1.862 -0.006 -0.027 -0.023 0.349
H -3.272 -5.513 0.257 0.014 0.002 -0.004 0.291
H -3.531 -2.378 2.817 -0.024 0.005 0.021 0.259
H -2.662 -3.583 3.767 -0.014 0.005 0.021 0.302
H -4.342 -3.890 3.278 -0.008 -0.014 -0.013 0.386
```
Positions in Å, forces in eV/Å.

Results
Kohn-Sham gap: 7.0 eV
Total charge: +1
Maximum force: 1.94 eV/A
LUMO level: -4.636 eV
HOMO: -11.68 eV


[2]
The following is a quantum chemistry calculation of C10H20N4S in the gas phase, from the Open Molecules 2025 dataset.

The geometry in XYZ format:
```
35
Properties=species:S:1:pos:R:3:forces:R:3:mulliken_charge:R:1
C -1.450 4.712 -2.065 0.016 -0.195 -0.175 -1.293
C -0.922 3.326 -2.417 0.067 0.177 0.314 -0.381
C -0.048 2.752 -1.304 -0.129 -0.210 -0.457 -0.491
C 0.496 1.370 -1.663 0.189 0.218 0.265 -0.743
C 1.335 0.735 -0.545 -0.140 -0.252 -0.154 -1.013
C 0.575 -0.293 0.294 0.126 0.322 0.083 -0.578
C -0.584 0.298 1.092 0.154 -0.301 -0.027 -0.358
C -1.210 -0.717 2.037 -0.219 -0.187 -0.280 -0.917
S -2.009 -2.103 1.143 -0.388 0.411 0.133 -0.205
C -0.748 -3.288 1.223 0.502 -0.681 -0.091 0.469
N -0.810 -4.421 0.565 -0.675 0.184 -0.413 -0.810
N 0.343 -5.049 0.919 0.380 0.353 0.467 0.167
C 1.032 -4.259 1.773 -0.592 -0.183 -0.398 0.358
N 2.197 -4.622 2.376 0.343 -0.150 0.154 -0.462
N 0.372 -3.140 1.981 0.472 -0.084 0.279 -0.390
H -2.049 4.673 -1.158 -0.071 0.051 0.101 0.322
H -2.070 5.102 -2.869 -0.079 0.127 -0.025 0.384
H -0.627 5.404 -1.901 0.055 0.118 0.036 0.321
H -0.340 3.383 -3.340 -0.015 -0.075 -0.060 0.282
H -1.763 2.653 -2.597 0.010 -0.063 -0.078 0.333
H 0.790 3.429 -1.121 0.028 0.038 0.091 0.319
H -0.633 2.697 -0.385 0.005 0.044 0.124 0.197
H 1.109 1.472 -2.562 -0.060 -0.022 -0.068 0.466
H -0.334 0.707 -1.915 -0.062 -0.068 -0.086 0.328
H 2.195 0.227 -0.988 0.060 0.049 0.050 0.365
H 1.723 1.519 0.109 0.105 0.050 0.024 0.424
H 1.272 -0.764 0.992 -0.042 -0.066 -0.024 0.404
H 0.191 -1.076 -0.364 0.034 -0.080 0.012 0.330
H -0.222 1.138 1.691 -0.026 0.105 -0.015 0.348
H -1.353 0.666 0.412 -0.041 0.146 -0.010 0.235
H -2.003 -0.258 2.627 0.022 -0.066 0.056 0.466
H -0.469 -1.172 2.691 -0.073 0.125 0.094 0.469
H 0.542 -5.974 0.578 -0.019 0.106 0.069 0.176
H 2.784 -5.268 1.873 0.044 0.105 0.052 0.226
H 2.685 -3.857 2.815 0.018 -0.042 -0.044 0.252
```
Positions in Å, forces in eV/Å.

Results
ΔE to the lowest compared entry with this formula, charge and spin: 1.8 kcal per mole
Kohn-Sham gap: 8.6 eV
Total charge: 0
SMILES: CCCCCCCCSc1n[nH]c(N)n1
Maximum force: 0.85 eV/A
LUMO level: 0.603 eV
HOMO: -7.99 eV


[3]
The following is a quantum chemistry calculation of a gas-phase ion, C10H20N4S (charge +2) in a non-equilibrium geometry, from the Open Molecules 2025 dataset.

The geometry in XYZ format:
```
35
Properties=species:S:1:pos:R:3:forces:R:3:mulliken_charge:R:1
C -3.761 1.683 0.623 -1.044 -3.974 1.876 -0.786
N -2.529 0.740 0.580 0.106 4.882 2.243 -0.035
C -2.924 -0.574 0.843 -2.752 -3.604 1.928 -0.653
C -1.842 -1.535 1.286 0.708 -1.647 -0.156 -0.455
C -1.128 -2.058 0.003 1.543 -0.100 2.171 -0.695
N -0.290 -0.962 -0.557 -2.033 -0.349 1.023 0.838
N 0.964 -1.153 -0.363 3.327 -0.511 -0.362 -0.982
C 1.612 -0.034 -0.698 0.773 -0.045 0.080 -0.438
C 3.104 0.200 -0.343 -1.332 0.222 1.037 0.340
C 3.886 1.342 -1.053 0.451 -4.295 -0.413 -1.205
N 3.840 -1.100 -0.473 -0.022 -2.114 0.948 -0.209
S 2.929 0.411 1.517 2.053 0.030 -0.710 -0.062
C 0.687 0.920 -1.026 -2.444 -0.646 0.344 -0.589
C -0.585 0.343 -0.846 1.354 -0.909 -0.221 0.157
C -1.969 0.905 -0.753 1.874 -1.821 -1.108 -1.010
H -4.320 1.298 -0.210 -0.717 0.432 -0.270 0.417
H -4.302 1.478 1.595 0.533 0.069 -1.182 0.322
H -3.559 2.681 0.609 1.152 2.600 -0.534 0.386
H -1.929 1.031 1.411 -0.286 -0.145 -1.623 0.428
H -3.555 -0.982 0.010 0.773 0.375 0.468 0.354
H -3.629 -0.559 1.689 0.065 0.367 -0.242 0.379
H -2.275 -2.434 1.890 0.468 1.646 -1.302 0.372
H -1.086 -1.084 1.987 -0.695 -0.168 -0.687 0.256
H -0.366 -2.831 0.324 -1.072 0.757 -0.769 0.373
H -1.829 -2.453 -0.697 -0.367 -0.208 -0.633 0.348
H 4.827 1.590 -0.614 0.279 0.417 0.967 0.381
H 4.208 0.840 -1.980 -0.426 0.785 -0.392 0.433
H 3.239 2.120 -1.197 -1.217 2.195 -0.518 0.316
H 3.189 -1.924 -0.137 1.421 1.857 -0.363 0.408
H 4.659 -0.977 0.177 -0.783 -0.882 -0.815 0.457
H 4.188 -1.402 -1.405 -0.284 0.661 0.326 0.378
H 4.333 0.419 1.678 -1.484 0.277 0.245 0.244
H 0.806 1.862 -1.400 0.570 2.452 -0.619 0.554
H -1.905 1.876 -1.158 -0.448 1.440 0.191 0.502
H -2.687 0.326 -1.310 -0.044 -0.046 -0.929 0.478
```
Positions in Å, forces in eV/Å.

Results
ΔE to the lowest compared entry with this formula, charge and spin: 0.0 kcal per mole
Kohn-Sham gap: 10.4 eV
Total charge: +2
SMILES: C[N@H+]1CCCn2nc([C@](C)([NH3+])S)cc2C1
Maximum force: 5.37 eV/A
LUMO level: -5.639 eV
HOMO: -16.03 eV


Copy entry 1 word for word.
The following is a quantum chemistry calculation of 2 unconnected molecules or ions with the total composition C10H20N4O3PS in a non-equilibrium geometry, from the Open Molecules 2025 dataset.

The geometry in XYZ format:
```
39
Properties=species:S:1:pos:R:3:forces:R:3:mulliken_charge:R:1
C 4.852 3.259 -0.235 0.010 -0.376 0.152 -0.960
C 5.303 1.900 -0.791 -0.068 0.347 -0.067 -0.537
S 4.123 0.556 -0.507 0.072 -0.033 -0.013 -0.104
C 2.863 0.981 -1.757 -0.019 -0.337 0.168 -0.650
C 1.492 0.837 -1.169 0.496 0.049 -0.110 0.651
C 1.137 -0.315 -0.431 0.181 0.067 -0.165 -0.598
C -0.127 -0.419 0.056 -0.090 -0.133 0.152 -0.815
C -0.984 0.640 -0.211 -0.358 -0.088 0.176 -0.066
N -0.570 1.706 -0.877 -0.253 -0.617 -0.310 0.717
P -1.599 3.137 -1.190 0.307 1.882 0.335 0.872
N -0.966 4.409 -0.646 0.164 -0.902 0.149 -0.593
O -1.858 3.027 -2.736 -0.270 -0.367 0.246 -0.466
O -3.024 2.787 -0.582 0.356 -1.024 -0.216 -0.532
N 0.660 1.830 -1.376 -0.222 0.114 0.064 -0.894
H 4.421 3.887 -1.013 0.005 0.067 0.050 0.279
H 4.109 3.099 0.547 0.003 0.117 -0.002 0.286
H 5.693 3.773 0.226 -0.004 0.147 -0.161 0.342
H 5.487 1.958 -1.864 0.116 -0.084 0.025 0.388
H 6.233 1.571 -0.328 -0.086 -0.106 0.046 0.364
H 3.013 1.993 -2.121 -0.061 -0.014 -0.047 0.418
H 2.953 0.264 -2.576 -0.002 0.180 -0.137 0.316
H 1.858 -1.105 -0.265 0.080 0.059 -0.027 0.449
H -0.458 -1.284 0.630 -0.065 0.030 0.004 0.651
H -2.014 0.618 0.117 -0.009 0.106 -0.080 0.543
H -0.061 4.304 -0.207 0.059 0.461 -0.060 0.272
H -2.679 3.469 -3.003 0.058 -0.070 -0.215 0.351
H -2.967 2.625 0.370 -0.332 0.525 0.094 0.318
C -1.790 -3.691 1.207 0.097 -0.081 0.090 0.208
O -1.071 -2.812 1.677 -0.132 0.078 -0.172 -0.741
N -2.942 -4.088 1.749 -0.087 -0.015 -0.008 0.106
C -3.751 -5.141 1.159 0.003 0.054 0.097 -0.904
C -3.398 -3.448 2.975 0.102 -0.002 -0.031 -0.898
H -1.524 -4.239 0.290 -0.005 0.016 -0.006 0.288
H -4.740 -4.759 0.903 -0.009 -0.025 -0.022 0.349
H -3.866 -5.967 1.862 -0.006 -0.027 -0.023 0.349
H -3.272 -5.513 0.257 0.014 0.002 -0.004 0.291
H -3.531 -2.378 2.817 -0.024 0.005 0.021 0.259
H -2.662 -3.583 3.767 -0.014 0.005 0.021 0.302
H -4.342 -3.890 3.278 -0.008 -0.014 -0.013 0.386
```
Positions in Å, forces in eV/Å.

Results
Kohn-Sham gap: 7.0 eV
Total charge: +1
Maximum force: 1.94 eV/A
LUMO level: -4.636 eV
HOMO: -11.68 eV


The highest maximum force belongs to which entry?
number 3